[1]
ORCA calculation (the ωB97M-V functional and the def2-TZVPD basis) on a molecular structure, C35H48N5OS2Si4Y.

The geometry in XYZ format:
```
96
Properties=species:S:1:pos:R:3:forces:R:3:mulliken_charge:R:1
Y -0.074 1.007 -0.520 -0.90 0.13 0.94 0.5889
S -0.330 1.111 2.174 0.09 0.12 -0.13 -0.4699
S 2.011 0.344 3.725 -0.30 0.10 0.00 -0.0919
Si -0.721 -3.165 0.873 0.08 -0.04 -0.12 0.3972
Si 2.393 -2.089 -1.018 -0.14 0.04 -0.05 0.2877
Si -0.847 -2.393 -2.833 0.04 0.09 0.05 0.4675
Si 0.088 -1.751 -0.795 0.09 -0.63 -0.21 0.4602
O 0.393 2.170 -2.135 0.21 0.50 -0.46 -0.2522
N -2.507 1.448 -0.497 0.25 -0.05 -0.24 0.0359
N -4.641 0.915 -0.536 -0.04 0.00 -0.13 0.3976
N 1.777 2.204 0.266 0.32 0.06 0.16 -0.3492
N -10.270 -2.833 -0.060 -0.05 -0.03 0.01 -0.4845
N 2.278 1.676 1.473 -0.16 0.07 -0.05 0.4379
C -5.824 0.129 -0.431 0.09 0.07 0.02 1.1326
C 3.858 3.442 0.333 0.03 -0.01 0.00 -0.4872
C -6.997 0.563 -1.034 -0.04 -0.10 -0.01 -0.4734
C 1.774 4.779 -4.196 -0.02 -0.02 0.00 -0.4409
C 4.057 4.287 5.330 -0.01 -0.01 0.00 -0.8347
C 4.577 2.670 7.022 0.00 0.01 0.01 -0.6113
C 3.061 4.639 -2.185 -0.03 0.02 -0.04 -0.9466
C 2.568 3.045 -0.329 -0.08 0.05 -0.24 0.4763
C 1.193 3.160 -2.496 -0.14 -0.24 0.13 0.4679
C 0.970 3.759 -3.741 0.07 0.06 -0.07 -0.6442
C 4.369 1.649 6.106 0.06 -0.02 -0.01 -0.5221
C 0.524 -3.381 2.256 -0.02 0.03 0.10 -0.8852
C -3.225 2.542 -0.928 -0.04 0.01 -0.01 -1.2403
C 3.759 0.819 3.816 0.14 -0.05 -0.08 -0.9024
C -6.939 -1.836 0.370 0.05 0.02 -0.01 -0.9874
C 4.423 3.992 6.637 0.00 0.00 0.01 -0.3931
C -1.138 -4.876 0.212 0.01 -0.06 0.02 -1.2676
C -3.382 0.494 -0.283 -0.01 -0.07 0.15 -0.1009
C -8.143 -0.205 -0.931 0.05 0.05 -0.02 -0.9684
C 2.253 3.607 -1.671 0.17 0.05 0.19 0.6378
C -2.321 -2.537 1.651 -0.12 -0.03 0.07 -0.9942
C -0.154 -1.333 -4.229 0.01 0.06 -0.03 -1.0053
C -4.542 2.228 -0.965 -0.01 0.01 0.12 -0.1719
C 3.851 3.264 4.418 -0.03 -0.01 0.04 0.0836
C -2.708 -2.076 -2.786 -0.07 -0.07 -0.07 -1.0565
C 4.009 1.933 4.794 -0.04 0.01 -0.01 0.5813
C 3.319 -1.612 0.543 0.12 0.06 0.01 -0.5250
C 2.868 -3.846 -1.478 0.04 -0.06 0.04 -1.0986
C -9.313 -2.203 -0.135 0.12 0.08 0.00 -0.0025
C 1.406 1.169 2.284 0.31 -0.04 -0.07 0.2587
C -8.117 -1.406 -0.233 -0.13 -0.08 0.01 0.4605
C -0.625 -4.184 -3.351 -0.03 -0.03 -0.06 -1.0026
C 2.836 5.223 -3.413 0.02 -0.01 0.03 -1.0288
C -5.794 -1.067 0.275 -0.05 0.00 0.06 -0.3375
C 3.042 -0.944 -2.373 0.04 0.08 -0.01 -0.8947
H 3.544 3.496 3.409 -0.01 0.00 -0.03 0.1138
H 2.511 -4.557 -0.730 0.00 -0.02 0.02 0.2366
H -2.288 -1.470 1.880 0.04 0.04 0.04 0.3959
H -2.932 -1.014 -2.666 0.00 0.07 0.01 0.2025
H 3.000 -2.159 1.428 -0.03 -0.07 0.03 0.2085
H 0.428 -4.449 -3.435 0.05 -0.01 -0.02 0.2450
H 4.384 -1.809 0.381 0.02 0.01 0.06 0.4879
H -0.019 -0.289 -3.937 -0.03 0.02 0.00 0.1212
H 1.473 -3.771 1.887 0.03 -0.04 -0.03 0.2347
H 2.623 0.066 -2.311 0.01 0.01 0.04 0.0329
H -2.494 -3.065 2.593 -0.04 0.00 0.01 0.5847
H 4.068 1.075 2.804 0.01 0.02 0.01 0.2760
H -0.820 -1.357 -5.096 0.00 -0.02 -0.02 0.3898
H 4.583 4.790 7.350 0.01 0.01 0.00 0.3757
H -1.427 -5.538 1.032 -0.01 -0.02 0.01 0.4075
H -3.199 -2.624 -1.977 0.00 0.00 0.04 0.2248
H -9.059 0.125 -1.401 -0.01 0.00 0.00 0.4566
H 4.861 2.430 8.038 0.00 0.00 0.02 0.3730
H 3.205 -0.548 0.763 0.01 0.01 -0.02 -0.2351
H 0.724 -2.436 2.767 0.02 0.03 0.00 0.1191
H 0.130 -4.090 2.989 0.01 0.01 0.04 0.4192
H 4.637 2.731 0.044 0.00 0.00 -0.02 0.2643
H -1.082 -4.872 -2.642 -0.04 -0.05 0.03 0.2793
H 2.809 -1.318 -3.371 -0.01 -0.03 -0.03 0.2891
H 2.430 -4.127 -2.435 -0.01 -0.02 -0.05 0.2601
H -4.894 -1.402 0.772 -0.01 0.03 0.00 0.5922
H -5.398 2.821 -1.220 -0.04 0.02 0.00 0.3871
H 1.580 5.228 -5.161 0.01 0.01 -0.01 0.3931
H -1.969 -4.835 -0.494 -0.03 0.00 -0.03 0.2922
H -3.158 -2.404 -3.727 -0.05 0.01 0.01 0.4924
H 4.295 -0.082 4.115 -0.02 0.00 0.01 0.5603
H -0.286 -5.323 -0.303 0.03 -0.02 -0.01 0.3106
H 3.953 -3.952 -1.556 0.02 -0.01 0.00 0.3805
H 3.483 6.017 -3.758 0.00 0.00 0.00 0.3988
H 4.128 -0.849 -2.293 0.02 -0.03 -0.03 0.3889
H 3.894 5.006 -1.609 0.00 0.02 -0.03 0.2329
H 3.929 5.316 5.022 0.00 0.01 -0.01 0.3940
H 0.148 3.380 -4.333 -0.01 -0.01 0.00 0.4534
H -1.092 -4.343 -4.328 0.00 -0.02 -0.01 0.3752
H 4.492 0.617 6.413 0.00 -0.02 0.01 0.3591
H -3.140 -0.499 0.054 0.03 -0.04 -0.05 -0.1595
H -7.028 1.483 -1.598 0.03 0.02 -0.02 0.3257
H -2.749 3.474 -1.175 0.02 0.00 -0.02 0.5698
H 0.819 -1.707 -4.551 0.03 -0.01 -0.01 0.2590
H 3.766 3.389 1.409 -0.02 -0.01 0.01 -0.3739
H -3.177 -2.753 1.003 0.04 0.04 -0.04 -0.0202
H -6.919 -2.765 0.921 -0.01 -0.01 0.00 0.4646
H 4.187 4.435 0.054 0.00 -0.02 0.04 0.4601
```
Forces are in eV/Å.

Properties
* Kohn-Sham gap: 6.76 eV
* HOMO: -7.31 eV

---

[2]
ORCA calculation (the ωB97M-V functional and the def2-TZVPD basis) on a molecular structure, C35H48O2P4Sn.

The geometry in XYZ format:
```
90
Properties=species:S:1:pos:R:3:forces:R:3:mulliken_charge:R:1
Sn 0.053 0.382 -3.262 0.33 1.40 7.78 1.1977
P -2.892 -2.119 -0.667 -0.97 -2.17 -1.36 0.9081
P -1.007 3.847 -1.415 0.06 -1.22 -0.84 0.7939
P -0.164 -0.543 1.928 1.28 -0.22 3.17 0.9740
P 3.513 -0.086 -0.972 -1.28 -0.18 -0.81 0.5968
O 1.568 2.432 -0.050 -0.64 -0.91 -2.40 -0.0645
O -2.443 1.242 0.119 0.12 -3.46 -3.10 -0.1650
C 0.760 1.271 -5.272 0.34 0.32 -1.15 -0.6522
C -0.122 2.060 2.943 -0.06 0.44 0.13 -0.5659
C -3.898 -2.610 0.760 0.46 0.67 0.41 -1.0298
C -2.420 -0.077 3.625 -0.24 0.03 0.02 -0.4262
C -1.396 0.140 -5.111 -0.63 -0.30 -1.32 -0.4907
C 4.501 1.027 -2.049 0.26 0.09 0.28 -1.0084
C -2.635 3.776 -2.244 -0.30 0.37 0.23 -1.1160
C 1.897 0.829 3.427 0.70 0.04 0.06 -0.5949
C 1.047 -1.920 2.040 -0.05 -0.46 -0.77 0.7881
C -3.383 -0.451 4.560 0.14 0.20 -0.16 -0.8839
C 1.419 0.038 -5.086 0.61 -0.35 -1.37 -0.3869
C 0.352 3.141 3.680 -0.38 -0.16 -0.23 -0.8579
C -2.367 0.412 -0.692 -0.07 3.87 3.25 0.1236
C -0.649 1.324 -5.247 -0.42 0.42 -1.53 -0.5869
C -1.203 4.940 0.008 0.00 0.06 0.05 -1.2798
C 0.619 0.860 2.846 -0.36 0.50 -0.96 1.0480
C -0.053 4.775 -2.664 0.23 0.30 0.27 -1.1402
C -1.448 -1.002 3.185 -0.65 -0.06 -0.67 1.0836
C 2.349 1.893 4.215 -0.20 -0.30 -0.18 -0.9929
C -3.948 -1.746 -2.118 -0.07 0.93 0.08 -1.0198
C 2.189 -3.836 1.054 0.03 -0.14 0.05 -0.7309
C 2.776 -4.132 2.290 -0.08 0.23 0.03 -0.8056
C 0.666 -1.144 -4.918 0.16 -0.71 -1.35 -0.5819
C 1.272 2.017 -1.084 0.91 1.05 2.45 -0.3756
C 2.506 -3.323 3.397 -0.07 0.04 -0.13 -0.9219
C 1.581 3.056 4.346 0.01 -0.27 -0.06 -0.6686
C -3.411 -1.755 5.067 0.15 -0.07 -0.08 -0.5882
C 1.631 -2.241 3.274 0.04 0.03 0.28 -0.5484
C 4.290 -0.213 0.668 0.22 0.17 -0.02 -0.9595
C -0.741 -1.089 -4.927 -0.23 -0.66 -1.49 -0.3384
C -2.468 -2.683 4.622 0.12 0.03 -0.07 -0.7146
C -1.519 -2.321 3.667 0.07 -0.35 -0.15 -0.4576
C -1.894 -3.512 -1.361 0.96 0.32 0.55 -0.9723
C 1.337 -2.740 0.920 -0.18 0.38 0.56 -0.7220
C 3.673 -1.714 -1.810 0.40 -0.28 0.19 -0.7219
H 2.506 -0.011 -5.098 -0.13 0.04 0.05 0.6315
H -4.116 0.281 4.903 0.26 -0.21 -0.10 0.4720
H 1.005 4.781 -2.376 -0.15 0.13 -0.12 0.3480
H -4.162 -2.049 5.800 0.20 0.12 -0.19 0.4675
H 3.999 1.099 -3.029 0.18 -0.04 0.30 0.1101
H -1.317 -3.132 -2.229 -0.38 -0.18 0.44 0.1616
H -1.325 -2.007 -4.848 0.16 0.18 0.05 0.6870
H 3.441 -4.991 2.394 -0.21 0.27 -0.08 0.4554
H -0.137 4.289 -3.646 -0.06 0.13 0.19 0.1892
H 3.308 1.808 4.727 -0.25 0.03 -0.19 0.4933
H 2.396 -4.483 0.197 -0.07 0.25 0.27 0.4884
H -3.368 3.293 -1.588 0.03 0.14 -0.15 0.3007
H 0.885 -2.514 -0.049 0.14 -0.02 0.19 0.8810
H -4.815 -2.421 -2.184 0.36 0.03 0.12 0.4642
H -2.461 -3.699 5.016 -0.03 0.26 -0.08 0.4650
H -2.495 -4.380 -1.684 -0.19 0.51 0.18 0.4906
H 3.881 -1.083 1.200 0.10 0.13 -0.19 0.1456
H 3.094 -2.449 -1.230 0.31 0.15 -0.17 -0.0280
H -4.688 -3.307 0.465 0.10 0.03 -0.17 0.5300
H 2.964 -3.529 4.369 -0.19 0.01 -0.38 0.4783
H -3.252 -3.049 1.535 -0.17 0.07 -0.25 0.2821
H 1.335 2.180 -5.440 -0.04 -0.07 0.16 0.6080
H 1.171 -2.103 -4.827 -0.01 0.15 0.15 0.6263
H 3.227 -1.677 -2.820 0.22 0.13 0.29 0.1369
H -2.422 0.949 3.256 -0.07 -0.36 0.17 0.1442
H -2.991 4.782 -2.492 -0.14 -0.20 -0.09 0.4435
H -4.323 -0.712 -2.053 -0.09 -0.40 0.00 0.4203
H -0.802 -3.067 3.321 -0.26 0.17 0.13 0.4556
H 4.716 -2.051 -1.897 -0.31 -0.06 -0.04 0.4510
H -1.166 -3.866 -0.614 -0.24 0.07 -0.22 0.3141
H -0.408 5.809 -2.736 0.13 -0.12 -0.18 0.4515
H -0.248 5.019 0.539 -0.17 0.05 -0.10 0.3262
H -2.483 0.165 -5.186 0.18 0.11 0.19 0.6368
H -1.091 2.145 2.444 0.39 0.08 0.09 0.2394
H 2.549 -0.036 3.295 -0.23 0.37 0.05 0.7700
H 1.939 3.890 4.951 -0.07 -0.24 -0.20 0.4568
H -4.339 -1.692 1.178 -0.04 -0.32 -0.06 0.3784
H -0.241 4.059 3.744 0.20 -0.38 0.01 0.5098
H -1.539 5.930 -0.303 -0.03 0.03 0.17 0.4994
H 3.988 0.691 1.219 0.22 -0.23 -0.09 0.2416
H -2.552 3.178 -3.163 -0.01 0.18 0.14 0.1442
H 5.383 -0.274 0.631 -0.18 -0.03 0.07 0.5538
H -3.352 -1.808 -3.047 -0.21 -0.16 0.52 0.1770
H -1.158 2.279 -5.369 0.08 -0.12 0.02 0.6433
H 4.527 2.038 -1.612 0.02 -0.30 -0.16 0.3509
H 1.397 -1.642 4.160 0.06 -0.33 -0.32 0.6173
H -1.936 4.481 0.681 0.07 0.20 -0.05 0.3146
H 5.533 0.685 -2.200 -0.21 0.09 0.01 0.4313
```
Forces are in eV/Å.

Properties
* Kohn-Sham gap (alpha / beta): 3.72 / 3.57 eV
* net charge: +4
* HOMO (alpha / beta): -17.06 / -17.08 eV

---

Quick rundown of F_max, same order as above: 1.31, 7.91 eV Å⁻¹
Quick rundown of calculated total energy, same order as above: -3704.39916, -3091.00534 Ha